Entry 1:
15
Properties=species:S:1:pos:R:3:lowdin_charge:R:1 method="wB97M-V/def2-TZVPD" gap_ev=9.92 total_charge=0 lumo_energy_ev=0.83 relative_energy_kcal_mol=129.3 homo_ev=-9.1
C 1.06838 -0.72205 -0.59555 -0.571
C -0.33251 -0.19895 -1.04400 -0.272
C -0.98875 0.10076 0.17320 -0.442
C -2.10100 -0.70955 0.71221 -0.172
H 2.23723 1.53483 -0.46488 -0.145
H 0.80593 -1.49217 0.31100 0.124
H 1.58759 -1.14989 -1.54606 0.095
H -0.16556 0.61860 -1.73839 0.111
H -0.74514 -0.91874 -1.70139 0.103
H -0.43857 0.42097 1.26687 0.181
H -3.06493 -1.59024 -0.08109 0.229
H -1.82144 -0.72053 1.81834 0.094
H -2.78544 0.52577 -0.41586 -0.027
N -2.36347 0.77410 0.36618 0.026
S 2.19111 0.40822 0.28207 0.665


Entry 2:
55
Properties=species:S:1:pos:R:3:lowdin_charge:R:1 method="wB97M-V/def2-TZVPD" gap_ev=11.28 total_charge=+1 lumo_energy_ev=-2.25 relative_energy_kcal_mol=0.0 homo_ev=-13.5
O 2.77331 0.60822 3.71738 0.090
C 2.65470 0.72493 2.52651 -0.184
C 1.27582 0.87624 1.91297 -0.273
C 1.11517 2.32318 1.44243 -0.142
C -0.16816 2.63912 0.68847 -0.228
C -0.39113 1.76150 -0.54020 -0.084
N 0.29988 0.46893 2.96698 0.216
H 3.51632 0.77553 1.84522 0.146
H 1.17654 0.20321 1.06418 0.121
H 1.96050 2.54985 0.79429 0.128
H 1.23368 2.98688 2.30199 0.132
H -1.02887 2.58716 1.35508 0.086
H -0.13540 3.66970 0.37729 0.111
H -0.65963 0.74541 -0.24808 0.059
H 0.52456 1.67266 -1.12774 0.069
H -1.13622 2.18644 -1.20788 0.082
H 0.27920 -0.56096 2.96247 0.102
H 0.62031 0.84722 3.86361 0.167
H -0.65693 0.78030 2.75064 0.113
H 1.95463 -0.22646 -1.15422 0.004
H 3.43114 -0.36281 -1.50604 0.068
O 2.76346 0.31336 -1.30091 -0.069
H -0.74903 1.80716 -4.78298 0.062
H 0.41871 0.89822 -4.26616 0.010
O -0.55466 0.96685 -4.35494 -0.061
H -3.27983 1.34480 2.32404 0.009
H -3.20464 2.47540 3.40180 0.058
O -2.77291 1.66728 3.10319 -0.069
H -2.56433 -1.35003 2.78543 0.094
H -2.60496 -0.42378 1.56876 0.028
O -1.98983 -0.95457 2.12918 -0.042
H 2.79559 -2.68957 -3.78355 0.071
H 2.37027 -1.18908 -3.66433 0.024
O 2.58191 -1.99578 -3.15501 -0.050
H 1.24627 -1.97235 -1.85205 0.047
H 0.21721 -2.02492 -0.59885 0.034
O 0.64325 -1.45499 -1.27855 -0.086
H 1.66488 -2.51582 2.60311 0.098
H 0.43446 -2.49094 1.64878 0.041
O 1.04876 -1.91700 2.14900 -0.035
H -4.17475 -1.88298 -1.40876 0.076
H -2.74364 -1.33453 -1.69026 0.015
O -3.39504 -1.54070 -0.96124 -0.070
H -3.52303 1.34330 0.04676 0.071
H -3.75309 -0.19204 0.04139 0.027
O -3.75022 0.61126 0.63051 -0.076
H 2.35947 0.67273 -2.97608 0.027
H 2.81663 1.17107 -4.41910 0.087
O 2.17216 0.63145 -3.94779 -0.064
H -1.37015 -2.13940 1.05688 -0.003
H -1.70983 -2.96063 -0.17995 0.062
O -1.00111 -2.81328 0.46033 -0.066
H -0.75946 -1.18741 -2.33609 0.008
H -1.42411 -0.30196 -3.41048 0.027
O -1.60046 -1.06341 -2.81729 -0.066


Entry 3:
17
Properties=species:S:1:pos:R:3:lowdin_charge:R:1 method="wB97M-V/def2-TZVPD" gap_ev=9.14 total_charge=0 lumo_energy_ev=0.24 relative_energy_kcal_mol=111.3 homo_ev=-8.9
C -0.66526 -0.64279 -0.78234 -0.301
C 0.18860 -1.85955 -0.68078 -0.447
C 1.08374 0.13266 0.84216 -0.367
C -1.36299 1.22736 0.71314 -0.067
N -0.48618 0.00186 0.49729 -0.201
N 1.67919 1.03931 -0.20107 -0.426
O 1.62955 2.21770 0.08592 0.062
O 2.04263 0.56781 -1.24237 0.063
S 1.57947 -1.66155 0.51553 0.876
H -0.53531 0.00352 -1.56413 0.086
H -1.71396 -0.83926 -0.78107 0.111
H -0.48053 -2.71980 -0.31238 0.096
H 0.57494 -2.29749 -1.64985 0.092
H 1.30290 0.39970 1.95214 0.150
H -0.91276 2.20081 0.50845 0.056
H -2.40913 0.99886 0.22585 0.115
H -1.51490 1.23083 1.87348 0.102


Entry 4:
12
Properties=species:S:1:pos:R:3:lowdin_charge:R:1 method="wB97M-V/def2-TZVPD" gap_ev="7.21 / 5.57" s_squared=2.02 spin_multiplicity=3 total_charge=+1 lumo_energy_ev="-5.16 / -9.91" relative_energy_kcal_mol=145.2 homo_ev="-12.4 / -15.5"
C 2.39761 -0.39756 0.65847 0.380
C -1.87384 0.12755 0.26261 0.014
N 1.61886 0.45720 0.82799 0.017
N 0.05787 -0.32933 -0.94003 -0.245
O 0.63806 1.09195 0.54621 0.170
O 1.05188 -0.96767 -1.02003 0.020
O -0.95063 -0.78830 -0.26655 0.005
H 3.36954 -0.78866 0.65245 0.145
H -2.66162 -0.38839 0.74457 0.118
H -2.21935 0.55661 -0.61087 0.087
H -1.41666 0.97504 0.71437 0.086
H -0.01174 0.45156 -1.56919 0.205


Entry 5:
105
Properties=species:S:1:pos:R:3:lowdin_charge:R:1 method="wB97M-V/def2-TZVPD" gap_ev=9.42 total_charge=+1 lumo_energy_ev=-2.89 relative_energy_kcal_mol=99.2 homo_ev=-12.3
K 0.57634 0.46690 0.19286 0.884
C -2.34318 2.08816 -4.94453 -0.071
C -1.52328 0.97907 -4.33975 -0.258
O -0.81673 0.17715 -5.34235 -0.196
P 0.82979 0.26112 -5.29031 0.507
O 1.38898 0.19322 -3.90067 -0.275
O 1.27298 1.58780 -6.06393 -0.174
C 2.20727 2.52219 -5.53670 -0.255
C 3.72632 2.17986 -5.72947 -0.059
O 1.33131 -0.90566 -6.30498 -0.168
C 1.00757 -2.25479 -6.24563 -0.273
C -0.36811 -2.71694 -6.90371 -0.046
H -2.62843 2.78169 -4.15350 0.079
H -1.90539 2.60961 -5.79572 0.082
H -3.26009 1.70199 -5.38978 0.078
H -0.83864 1.28708 -3.54951 0.095
H -2.22155 0.29744 -3.85404 0.118
H 2.10390 3.46039 -6.08185 0.118
H 2.04595 2.63567 -4.46469 0.099
H 3.79154 1.80094 -6.74939 0.075
H 4.26375 3.12264 -5.62728 0.074
H 4.18258 1.38661 -5.13730 0.071
H 1.81942 -2.89078 -6.59849 0.118
H 0.85012 -2.52472 -5.20139 0.106
H -0.34166 -2.61944 -7.98902 0.070
H -0.61515 -3.75073 -6.66217 0.072
H -1.06225 -2.02113 -6.43242 0.050
C 3.76905 8.67535 0.71614 -0.054
C 4.39659 7.39757 0.16260 -0.295
O 3.49303 6.36692 0.35159 -0.193
P 3.20912 5.28226 -0.79052 0.461
O 2.40559 4.10021 -0.46903 -0.235
O 2.66124 6.28633 -1.95355 -0.182
C 1.29316 6.27266 -2.35688 -0.250
C 0.30885 6.66052 -1.20145 -0.062
O 4.70690 4.90694 -1.27203 -0.185
C 5.53320 4.28075 -0.31018 -0.295
C 7.01407 4.40441 -0.68201 -0.054
H 4.55334 9.43141 0.67934 0.078
H 3.00981 9.10641 0.06357 0.073
H 3.34305 8.64075 1.71885 0.083
H 4.70176 7.51689 -0.87698 0.124
H 5.26735 7.09899 0.74631 0.119
H 1.23389 7.10216 -3.06151 0.115
H 0.96747 5.38403 -2.89759 0.109
H 0.33709 5.92158 -0.40066 0.059
H 0.62814 7.59931 -0.74888 0.073
H -0.70332 6.72533 -1.60074 0.076
H 5.37373 4.68650 0.68884 0.110
H 5.22692 3.23540 -0.27087 0.116
H 7.37571 5.42424 -0.81341 0.080
H 7.60020 3.75600 -0.03077 0.083
H 7.10288 4.00084 -1.69064 0.075
C -4.46688 -5.21163 1.97013 -0.058
C -4.02536 -4.18048 0.91751 -0.293
O -3.13387 -4.83802 0.06929 -0.190
P -2.03970 -4.15230 -0.88147 0.509
O -1.97468 -2.65376 -0.77600 -0.286
O -0.69718 -4.95410 -0.34870 -0.189
C -0.14997 -4.75017 0.94656 -0.284
C -0.49048 -5.91532 1.80671 -0.074
O -2.41417 -4.66389 -2.37262 -0.195
C -3.74067 -4.30911 -2.97860 -0.205
C -4.57022 -5.57717 -3.12359 -0.080
H -5.21660 -4.64267 2.51999 0.076
H -4.82888 -6.14801 1.54558 0.085
H -3.63289 -5.41034 2.64323 0.061
H -4.94568 -3.75344 0.51909 0.114
H -3.56662 -3.30221 1.37170 0.113
H 0.92546 -4.88680 0.83308 0.119
H -0.40925 -3.79153 1.39590 0.118
H -0.16337 -5.75611 2.83421 0.084
H -1.57491 -6.02260 1.83116 0.057
H -0.09101 -6.85677 1.42964 0.090
H -4.28201 -3.55915 -2.40188 0.109
H -3.60849 -3.86174 -3.96373 0.115
H -5.50923 -5.34646 -3.62671 0.082
H -4.02497 -6.39354 -3.59722 0.081
H -4.85163 -6.12645 -2.22514 0.072
C 1.89428 0.45411 5.58989 -0.075
C 0.75589 -0.06183 6.41904 -0.291
O 0.30601 -1.35208 6.05116 -0.163
P -1.08326 -1.54023 5.29671 0.474
O -1.15002 -0.99142 3.87367 -0.283
O -2.14783 -0.91134 6.26777 -0.180
C -3.49895 -0.99695 5.82013 -0.276
C -4.33395 -1.39978 6.98794 -0.075
O -1.26502 -3.17236 5.51755 -0.201
C -1.01916 -3.72438 6.83527 -0.262
C -2.03659 -4.86680 7.07949 -0.060
H 2.38024 1.41589 5.75389 0.088
H 2.65946 -0.31521 5.69361 0.079
H 1.66746 0.37075 4.52701 0.064
H 1.06803 0.04282 7.45814 0.127
H -0.05069 0.66883 6.35834 0.113
H -3.83940 0.01286 5.59104 0.129
H -3.65353 -1.70372 5.00485 0.118
H -4.08090 -2.29231 7.56018 0.072
H -4.18951 -0.62463 7.74050 0.086
H -5.36651 -1.49228 6.65123 0.089
H -0.02224 -4.15759 6.91639 0.118
H -1.15846 -2.98984 7.62845 0.110
H -3.06064 -4.54433 6.89127 0.070
H -1.79312 -5.72097 6.44765 0.073
H -1.78046 -5.16252 8.09686 0.080


Entry 6:
32
Properties=species:S:1:pos:R:3:lowdin_charge:R:1 method="wB97M-V/def2-TZVPD" gap_ev=9.49 total_charge=0 lumo_energy_ev=0.15 relative_energy_kcal_mol=51.7 homo_ev=-9.3
C -1.05772 -0.21923 -0.65420 -0.200
N -0.26784 0.60447 0.32767 -0.062
C 0.96816 1.14591 -0.25306 -0.226
C 2.11733 1.17246 0.73933 -0.126
C 2.83051 -0.16354 0.78425 -0.237
O 3.11499 -0.80008 -0.19801 0.046
C -1.66011 -1.47385 -0.02814 -0.281
N -2.87332 -1.29771 0.73580 0.004
H -0.36247 -0.53597 -1.42883 0.066
H -1.76336 0.45615 -1.13948 0.118
H -0.06981 -0.07932 1.05527 0.059
H 0.73834 2.18778 -0.49644 0.118
H 1.21922 0.71985 -1.22001 0.079
H 2.83065 1.94907 0.46509 0.127
H 1.77634 1.37908 1.74757 0.112
H 3.08490 -0.53858 1.79379 0.122
H -0.88025 -1.98173 0.54055 0.104
H -1.85640 -2.12872 -0.88351 0.114
H -2.74470 -0.61777 1.47497 0.048
H -3.66077 -0.98073 0.18954 0.070
H -0.57641 0.04482 -3.57059 0.031
H 0.72747 0.59839 -3.27372 -0.006
O -0.03508 0.80501 -3.82933 -0.058
H -1.32790 -1.60017 3.11137 0.046
H -0.45383 -0.58038 3.89236 0.054
O -0.63901 -0.93401 3.01177 -0.054
H -1.45256 2.35428 0.72117 -0.001
H -1.85704 2.21349 2.12701 0.020
O -1.85695 2.89099 1.43118 -0.090
H 1.92294 -2.07002 -1.81809 0.029
H 2.34911 -0.89972 -2.71029 0.031
O 1.71558 -1.62023 -2.64499 -0.058


Please write out number 1 again, unchanged.
15
Properties=species:S:1:pos:R:3:lowdin_charge:R:1 method="wB97M-V/def2-TZVPD" gap_ev=9.92 total_charge=0 lumo_energy_ev=0.83 relative_energy_kcal_mol=129.3 homo_ev=-9.1
C 1.06838 -0.72205 -0.59555 -0.571
C -0.33251 -0.19895 -1.04400 -0.272
C -0.98875 0.10076 0.17320 -0.442
C -2.10100 -0.70955 0.71221 -0.172
H 2.23723 1.53483 -0.46488 -0.145
H 0.80593 -1.49217 0.31100 0.124
H 1.58759 -1.14989 -1.54606 0.095
H -0.16556 0.61860 -1.73839 0.111
H -0.74514 -0.91874 -1.70139 0.103
H -0.43857 0.42097 1.26687 0.181
H -3.06493 -1.59024 -0.08109 0.229
H -1.82144 -0.72053 1.81834 0.094
H -2.78544 0.52577 -0.41586 -0.027
N -2.36347 0.77410 0.36618 0.026
S 2.19111 0.40822 0.28207 0.665